Computed, not measured: a cluster of 9 separate species, C29H78ClN10O17 in total at a distorted geometry, with the ωB97M-V functional and the def2-TZVPD basis.

Atoms and positions in Å:
1 Cl 12.2635 -10.3195 -13.9886
2 O 13.5216 -10.4991 -13.2607
3 O 12.5262 -10.1590 -15.3866
4 O 11.5290 -11.5937 -13.8765
5 O 11.4842 -9.2398 -13.5050
6 C 10.0720 -19.0422 -14.4627
7 O 9.8423 -20.2412 -14.6826
8 N 10.2267 -18.5694 -13.3297
9 N 10.1362 -18.1453 -15.4183
10 H 10.4461 -17.5837 -13.3435
11 H 10.4073 -19.1461 -12.5204
12 H 10.4459 -17.2006 -15.2405
13 H 9.9301 -18.5959 -16.2984
14 C 11.7981 -6.3306 -6.3569
15 O 10.9702 -5.5332 -6.7426
16 N 12.1583 -6.3591 -5.1064
17 N 12.4064 -7.2349 -7.0584
18 H 11.7780 -5.6683 -4.4753
19 H 12.8125 -7.0862 -4.8546
20 H 12.2536 -7.2786 -8.0558
21 H 12.8957 -7.8830 -6.4580
22 C 4.1105 -9.0016 -9.5236
23 O 4.2205 -7.9308 -10.0084
24 N 5.0975 -9.8167 -9.3865
25 N 2.9719 -9.5675 -9.1464
26 H 6.0403 -9.6243 -9.6935
27 H 4.7512 -10.6710 -8.9737
28 H 2.0972 -9.0731 -9.2488
29 H 2.8524 -10.5656 -9.0475
30 C 3.0715 0.5814 -8.8917
31 O 4.3040 0.1878 -9.4987
32 C 4.3165 0.1235 -10.8918
33 C 5.7119 -0.0652 -11.4642
34 N 6.4916 -1.1925 -10.9304
35 C 7.7177 -1.2863 -11.7201
36 C 8.7182 -0.1249 -11.4380
37 O 8.9042 -0.1587 -10.0783
38 C 9.6639 0.9681 -9.6564
39 H 3.2187 0.8138 -7.8370
40 H 2.3758 -0.2572 -8.9187
41 H 2.6531 1.4747 -9.3556
42 H 3.8781 1.0374 -11.2927
43 H 3.6329 -0.6385 -11.2661
44 H 6.2687 0.8292 -11.1847
45 H 5.5149 -0.0440 -12.5360
46 H 5.8250 -1.9445 -11.0313
47 H 7.5471 -1.3697 -12.7934
48 H 8.1800 -2.2449 -11.4845
49 H 8.4706 0.8768 -11.7894
50 H 9.6847 -0.3742 -11.8759
51 H 9.8831 0.8639 -8.5937
52 H 9.0654 1.8704 -9.7820
53 H 10.6223 1.0602 -10.1672
54 C 10.0664 -20.6099 -20.8492
55 O 10.4513 -19.2834 -20.7433
56 C 10.1198 -18.3950 -21.8044
57 C 10.7137 -16.9848 -21.6842
58 N 12.1670 -17.1983 -21.6679
59 C 12.8689 -15.9422 -21.6872
60 C 14.4588 -16.1321 -21.3849
61 O 14.5738 -16.9265 -20.2161
62 C 14.6652 -16.0396 -19.1030
63 H 10.5003 -21.1095 -21.7154
64 H 8.9788 -20.6769 -20.8767
65 H 10.4430 -21.1163 -19.9605
66 H 9.0439 -18.3062 -21.9546
67 H 10.5118 -18.7557 -22.7554
68 H 10.3344 -16.4645 -20.8046
69 H 10.5196 -16.4750 -22.6279
70 H 12.5119 -17.8557 -20.9830
71 H 12.5024 -15.1607 -21.0215
72 H 12.7958 -15.4706 -22.6671
73 H 15.0186 -15.1970 -21.4005
74 H 14.8791 -16.6215 -22.2635
75 H 14.5857 -16.5839 -18.1621
76 H 13.9961 -15.1793 -19.0831
77 H 15.6218 -15.5175 -19.1253
78 C 4.8210 -13.4177 -18.4952
79 O 4.8574 -11.9943 -18.4634
80 C 5.7382 -11.2921 -17.6105
81 C 5.5291 -9.7582 -17.6544
82 N 5.7896 -9.1382 -18.9544
83 C 7.1986 -9.1138 -19.3696
84 C 7.3386 -8.3203 -20.6998
85 O 6.7526 -8.9241 -21.8068
86 C 7.4526 -9.9474 -22.2602
87 H 3.9296 -13.7800 -19.0072
88 H 4.8888 -13.8507 -17.4972
89 H 5.6174 -13.7957 -19.1363
90 H 6.7398 -11.4656 -18.0041
91 H 5.7242 -11.6408 -16.5779
92 H 6.2169 -9.2611 -16.9704
93 H 4.4794 -9.5407 -17.4570
94 H 5.3699 -9.8866 -19.4873
95 H 7.5412 -10.1188 -19.6160
96 H 7.7006 -8.5979 -18.5512
97 H 8.3882 -8.1235 -20.9186
98 H 6.8093 -7.3746 -20.5829
99 H 8.4783 -9.6458 -22.4725
100 H 7.0931 -10.2603 -23.2405
101 H 7.5078 -10.8637 -21.6724
102 C 16.6173 -2.2989 -9.2237
103 O 17.5037 -1.4109 -8.5672
104 C 17.5048 -1.4990 -7.1821
105 C 18.2034 -0.1828 -6.6278
106 N 18.3798 -0.2711 -5.1311
107 C 17.1996 0.3624 -4.4491
108 C 17.3192 1.7083 -3.8580
109 O 17.2477 2.6526 -4.9330
110 C 17.4802 3.9615 -4.3732
111 H 16.9089 -2.2569 -10.2731
112 H 15.5840 -2.0377 -8.9951
113 H 16.8412 -3.3416 -8.9983
114 H 18.1060 -2.3456 -6.8504
115 H 16.5086 -1.6980 -6.7873
116 H 17.7030 0.7408 -6.9185
117 H 19.1943 -0.1415 -7.0799
118 H 19.1927 0.3038 -4.9618
119 H 17.0460 -0.2396 -3.5536
120 H 16.2543 0.3414 -4.9913
121 H 18.2236 1.7023 -3.2497
122 H 16.4655 1.8688 -3.1995
123 H 17.5524 4.7343 -5.1386
124 H 18.3162 4.0327 -3.6774
125 H 16.5836 4.2639 -3.8322
126 C 17.4647 -8.4554 -21.2406
127 C 18.6033 -8.2387 -20.2194
128 O 19.8147 -8.1798 -20.9486
129 O 16.8850 -7.3108 -21.6542
130 H 16.7395 -9.1430 -20.8052
131 H 17.8114 -9.0450 -22.0893
132 H 18.6545 -9.0309 -19.4725
133 H 18.4786 -7.3352 -19.6225
134 H 20.5335 -8.4862 -20.3909
135 H 17.4886 -7.0167 -22.3402

The orbital gap comes out at 7.6 eV. The molar mass is 874.45 g/mol. As for the net charge: -1. The LUMO energy is 1.87 eV. For the energy, the calculation gives -3438.0878 Ha.



Computed, not measured: a cluster of 11 separate species, C29H79O11 in total at a distorted geometry, with the ωB97M-V functional and the def2-TZVPD basis.

Atoms and positions in Å:
1 C -0.2920 1.0628 0.6305
2 C 0.2387 -0.2880 0.1489
3 C 1.7606 -0.1860 -0.0403
4 O -0.1001 -1.3925 0.9089
5 H -0.0778 1.8422 -0.1132
6 H 0.2333 1.3686 1.5416
7 H -1.3765 1.1269 0.7423
8 H -0.1577 -0.4143 -0.8835
9 H 1.9932 0.6618 -0.6935
10 H 2.1899 -1.0912 -0.4754
11 H 2.3008 -0.0579 0.9076
12 C -3.7064 -1.1505 3.4737
13 C -2.6735 -2.2849 3.5390
14 C -3.2770 -3.5221 4.1535
15 O -2.2612 -2.6330 2.2368
16 H -3.3953 -0.2902 2.8772
17 H -4.0053 -0.8016 4.4664
18 H -4.6058 -1.5069 2.9602
19 H -1.7866 -1.9911 4.1104
20 H -2.5528 -4.3122 4.3554
21 H -4.0714 -3.9226 3.5204
22 H -3.7159 -3.3131 5.1362
23 H -1.7404 -1.9110 1.8238
24 C 2.9008 1.6933 3.3291
25 C 4.3287 2.0506 3.7359
26 C 5.2944 1.3995 2.7618
27 O 4.4555 3.4758 3.6595
28 H 2.6820 1.9015 2.2763
29 H 2.1508 2.2167 3.9255
30 H 2.6360 0.6352 3.4307
31 H 4.5121 1.6815 4.7428
32 H 5.3023 0.3110 2.8456
33 H 6.3137 1.6906 3.0386
34 H 5.0871 1.6975 1.7342
35 H 4.2833 3.7016 2.7392
36 C 0.4129 3.8081 -4.5102
37 C 0.6216 4.0369 -3.0195
38 C 1.3948 2.8784 -2.3806
39 O 1.3758 5.2531 -2.8953
40 H -0.1692 4.5792 -5.0198
41 H -0.1563 2.9019 -4.7430
42 H 1.3810 3.7230 -5.0087
43 H -0.3227 4.2018 -2.5001
44 H 1.5970 3.1230 -1.3382
45 H 2.3252 2.7094 -2.9188
46 H 0.7244 2.0183 -2.4276
47 H 2.2592 5.0688 -3.2330
48 C -2.5193 -3.8956 -2.9882
49 C -2.5591 -3.0623 -1.7045
50 C -3.7094 -3.4206 -0.8043
51 O -1.3341 -3.3084 -1.0330
52 H -2.3709 -4.9499 -2.7550
53 H -1.7327 -3.5076 -3.6359
54 H -3.4569 -3.7832 -3.5442
55 H -2.6047 -2.0142 -2.0367
56 H -3.6075 -2.9867 0.1901
57 H -3.7079 -4.5098 -0.6825
58 H -4.6972 -3.1669 -1.2032
59 H -0.9972 -2.4913 -0.6179
60 C 4.5536 -3.3214 0.2076
61 C 3.6706 -3.5376 1.4535
62 C 4.1500 -2.6382 2.5854
63 O 2.3366 -3.2225 1.1111
64 H 4.4366 -2.3107 -0.1788
65 H 4.3041 -4.0735 -0.5407
66 H 5.6008 -3.4841 0.4910
67 H 3.6478 -4.5841 1.7645
68 H 4.0541 -1.5927 2.2896
69 H 5.1607 -2.9083 2.9068
70 H 3.5508 -2.8064 3.4846
71 H 2.1391 -2.2776 1.1519
72 C 3.3548 -1.5746 -4.7108
73 C 2.8622 -0.3823 -3.9213
74 C 3.9008 0.1734 -2.9721
75 O 2.3427 0.6285 -4.7932
76 H 2.5948 -1.8654 -5.4415
77 H 3.4651 -2.4701 -4.0924
78 H 4.3155 -1.3989 -5.2000
79 H 2.0109 -0.7683 -3.3412
80 H 4.1179 -0.6487 -2.2874
81 H 3.5989 1.0684 -2.4390
82 H 4.8497 0.3958 -3.4704
83 H 1.6447 0.2317 -5.3211
84 C -2.8507 3.2379 2.4591
85 C -4.2879 3.1123 1.9823
86 C -5.1964 2.5405 3.0661
87 O -4.7102 4.4601 1.7116
88 H -2.7926 3.8906 3.3340
89 H -2.2375 3.6377 1.6557
90 H -2.4963 2.2860 2.8578
91 H -4.3140 2.5252 1.0594
92 H -4.9053 3.0441 3.9929
93 H -5.0000 1.4815 3.2546
94 H -6.2691 2.6660 2.9234
95 H -5.6508 4.4721 1.5147
96 C -2.9499 2.0584 -1.5854
97 C -3.8309 2.7038 -2.6543
98 C -2.9615 3.4644 -3.6354
99 O -4.5066 1.6437 -3.3112
100 H -3.4967 1.3111 -1.0041
101 H -2.5163 2.7909 -0.9023
102 H -2.1068 1.4716 -1.9635
103 H -4.5377 3.3451 -2.1171
104 H -2.1899 2.7771 -3.9874
105 H -2.5264 4.3807 -3.2455
106 H -3.5020 3.6487 -4.5724
107 H -4.9872 1.9683 -4.0779
108 C 1.4754 -4.3035 -1.8682
109 O 1.5196 -5.5336 -1.1552
110 H 0.6461 -4.3348 -2.5806
111 H 1.3372 -3.4331 -1.2336
112 H 2.4164 -4.1709 -2.4192
113 H 2.0500 -6.1532 -1.6561
114 C -0.5540 0.5446 4.0216
115 O 0.2850 -0.5591 3.6994
116 H -0.1063 1.4557 3.6204
117 H -1.5086 0.3454 3.5276
118 H -0.7340 0.5845 5.0932
119 H 0.3194 -0.6459 2.7238

The orbital gap comes out at 7.1 eV. The molar mass is 603.94 g/mol. As for the net charge: -1. As for the energy above the lowest of the compared OMol25 structures with the same formula, charge and spin: 0.0 kJ/mol. The LUMO energy is 2.31 eV. For the energy, the calculation gives -1979.9206 Ha.



Computed, not measured: a cluster of 13 separate species, C29H80F6N2O15S2 in total at a distorted geometry, with the ωB97M-V functional and the def2-TZVPD basis.

Atoms and positions in Å:
1 N -0.1975 6.4068 3.2026
2 H 0.6859 6.8159 3.4716
3 H -0.1411 5.4487 2.8882
4 H -0.3857 7.0266 2.4276
5 H -0.8006 6.5702 3.9961
6 C -1.6611 0.0373 0.8954
7 F -1.0922 -0.2790 -0.2589
8 F -2.3769 1.1777 0.7043
9 F -2.5404 -0.8981 1.3983
10 S -0.3579 0.3249 2.2410
11 O -0.9471 0.8489 3.5274
12 O 0.2687 -0.9642 2.5563
13 N 0.5643 1.6306 1.4687
14 S 1.8233 0.8818 1.1473
15 O 2.5977 0.8264 2.3907
16 O 1.7859 -0.3228 0.3219
17 C 2.8639 2.2276 0.0296
18 F 2.0511 2.7367 -0.8839
19 F 3.4050 3.2121 0.7321
20 F 3.8611 1.6006 -0.5281
21 O -3.3584 1.3700 9.6537
22 H -3.2941 1.2168 8.7110
23 H -3.6745 0.5400 10.0107
24 O 2.0422 -5.8396 0.5492
25 H 1.6843 -6.1700 1.3732
26 H 2.1504 -4.8997 0.6942
27 C -2.1915 -8.2128 -5.7225
28 C -1.1129 -7.6053 -4.8586
29 C -1.2061 -6.0805 -5.0012
30 O -1.3450 -8.0122 -3.5305
31 H -2.1724 -7.9168 -6.7714
32 H -3.2437 -8.0796 -5.4714
33 H -2.0364 -9.2877 -5.6297
34 H -0.1357 -8.0018 -5.1344
35 H -2.2499 -5.8584 -4.7792
36 H -0.9816 -5.7399 -6.0119
37 H -0.5124 -5.5919 -4.3169
38 H -0.6377 -7.6156 -3.0166
39 C -10.7906 -3.5785 -0.2580
40 C -9.9089 -4.6651 -0.6498
41 C -8.8089 -4.3346 -1.6541
42 O -9.2978 -4.9549 0.5928
43 H -11.4086 -3.2360 -1.0879
44 H -10.1740 -2.8073 0.2038
45 H -11.6202 -3.8739 0.3843
46 H -10.4778 -5.5605 -0.9003
47 H -7.9648 -5.0242 -1.6416
48 H -8.3833 -3.3623 -1.4057
49 H -9.2304 -4.4525 -2.6523
50 H -8.5200 -5.4982 0.4465
51 C 8.8282 -3.4392 -7.0494
52 C 7.4102 -3.8811 -6.8373
53 C 7.0943 -4.1353 -5.3383
54 O 6.5548 -2.9493 -7.4418
55 H 9.5212 -4.2422 -6.7983
56 H 9.0127 -2.5559 -6.4380
57 H 8.9320 -3.1607 -8.0981
58 H 7.2628 -4.8452 -7.3241
59 H 6.9843 -3.1291 -4.9340
60 H 7.7403 -4.8234 -4.7931
61 H 6.0628 -4.4742 -5.2417
62 H 5.8268 -3.4643 -7.7973
63 C -3.4937 -0.1903 -8.3772
64 C -2.6638 1.0891 -8.1627
65 C -1.8476 1.0832 -6.8781
66 O -1.8335 1.0420 -9.2756
67 H -4.1348 0.0533 -9.2243
68 H -4.0825 -0.5010 -7.5141
69 H -2.9143 -1.0720 -8.6515
70 H -3.2863 1.9838 -8.1754
71 H -1.3830 0.1191 -6.6717
72 H -2.4216 1.3135 -5.9806
73 H -1.1450 1.9156 -6.9159
74 H -1.6398 0.1249 -9.4829
75 C 8.7226 7.6617 -6.5938
76 C 7.2594 7.5615 -6.9858
77 C 6.5040 8.7805 -6.5750
78 O 7.2392 7.4349 -8.4048
79 H 9.1915 6.7080 -6.8362
80 H 8.9284 7.9009 -5.5505
81 H 9.2074 8.4970 -7.0991
82 H 6.8687 6.6601 -6.5138
83 H 7.0429 9.7210 -6.6894
84 H 6.3178 8.7637 -5.5011
85 H 5.5421 8.7945 -7.0876
86 H 6.5009 6.8707 -8.6461
87 C -10.2475 -0.3252 8.6596
88 C -9.1418 -0.2072 7.4742
89 C -8.8333 1.1506 6.8667
90 O -8.0579 -0.8390 8.1678
91 H -10.3518 -1.3726 8.9426
92 H -11.2664 -0.1766 8.3019
93 H -9.9793 0.3573 9.4660
94 H -9.5150 -0.8587 6.6841
95 H -8.2732 1.0452 5.9376
96 H -8.1880 1.8009 7.4573
97 H -9.7194 1.6899 6.5319
98 H -8.1899 -1.7880 8.2283
99 C -1.6587 8.6907 -3.5323
100 C -0.7793 9.7958 -2.8501
101 C -0.9871 11.2801 -3.3673
102 O -1.1167 9.9298 -1.4860
103 H -1.4499 8.4672 -4.5785
104 H -2.7231 8.9068 -3.4401
105 H -1.5339 7.7759 -2.9529
106 H 0.2863 9.5965 -2.9634
107 H -0.2524 11.9621 -2.9392
108 H -1.9537 11.6951 -3.0816
109 H -0.8729 11.2691 -4.4513
110 H -1.1485 10.8742 -1.3167
111 C 3.3770 -7.9305 7.3206
112 C 3.0279 -6.5971 6.8373
113 C 4.3428 -5.9641 6.3796
114 O 2.0793 -6.6859 5.8204
115 H 2.5380 -8.2565 7.9353
116 H 4.1119 -7.7465 8.1043
117 H 3.6919 -8.6652 6.5796
118 H 2.4839 -5.9982 7.5676
119 H 4.1666 -4.9339 6.0698
120 H 4.7736 -6.3412 5.4521
121 H 5.1331 -5.9635 7.1302
122 H 1.5799 -5.8857 5.6420
123 C 4.1050 1.2928 10.5970
124 C 5.3600 0.4083 10.6545
125 C 6.4312 0.9112 9.7284
126 O 5.9549 0.2169 11.8244
127 H 3.3497 0.7708 11.1844
128 H 3.6117 1.3288 9.6257
129 H 4.1775 2.2825 11.0478
130 H 5.0450 -0.5896 10.3496
131 H 7.3590 0.3444 9.8062
132 H 6.5844 1.9674 9.9498
133 H 6.0677 0.8394 8.7034
134 H 6.3454 1.0829 11.9628

The orbital gap comes out at 6.0 eV. The molar mass is 875.08 g/mol. As for the net charge: 0. As for the energy above the lowest of the compared OMol25 structures with the same formula, charge and spin: 130.0 kJ/mol. The LUMO energy is -2.46 eV. For the energy, the calculation gives -3786.2388 Ha.